# 1
A structure of composition C30H62BrCl42O9P3. Source: OMol25; level of theory: ωB97M-V with the def2-TZVPD basis set.

frontier orbital gap: 9.54 eV
charge: 0
2S+1: 1
DFT total energy: -674399.244 eV

Last column: Löwdin charge in e.
CARTESIAN COORDINATES (ANGSTROEM)
1 C -0.93335 2.15937 5.12823  -0.052
2 C -0.23540 2.74259 3.90730  -0.227
3 O 0.21377 1.65956 3.07039  -0.085
4 C 1.37256 2.00281 2.39552  -0.477
5 O 2.40640 2.12892 2.97827  0.137
6 C 1.20193 2.22036 0.90260  -0.076
7 C 2.41410 2.92565 0.28853  -0.143
8 C 2.45887 4.36514 0.81440  -0.261
9 O 3.76764 4.92548 0.58311  -0.190
10 P 3.92772 6.51369 0.84735  0.397
11 O 4.65442 7.09978 -0.28315  -0.230
12 O 4.82880 6.70718 2.19161  -0.468
13 P 4.37474 5.71504 3.48420  0.847
14 P 6.23979 5.15893 4.53712  0.304
15 O 7.39797 5.96541 4.12713  -0.309
16 O 6.40802 3.58814 4.17662  -0.169
17 O 5.98453 5.16034 6.13627  -0.192
18 O 2.46915 7.24527 0.95840  -0.199
19 C 2.05795 7.79262 2.19174  -0.689
20 Br 1.05119 6.45911 3.26517  0.754
21 C 1.08571 8.94620 1.87465  -0.261
22 C 0.33005 9.48270 3.11369  -0.125
23 H -0.22086 1.55300 5.69298  0.058
24 H -1.75328 1.49988 4.83986  0.081
25 H -1.31867 2.95771 5.76350  0.082
26 H 0.57414 3.41807 4.18981  0.100
27 H -0.96070 3.34054 3.34046  0.124
28 H 0.99011 1.27368 0.39911  0.120
29 H 0.31060 2.84598 0.77484  0.138
30 H 2.23809 2.96660 -0.79016  0.124
31 H 3.34625 2.39066 0.46164  0.127
32 H 1.65874 4.91720 0.31930  0.127
33 H 2.30709 4.32245 1.89515  0.036
34 H 3.76890 6.60868 4.40569  -0.119
35 H 5.55309 3.24597 3.87935  0.051
36 H 5.23263 5.73074 6.39125  -0.066
37 H 2.88158 8.20933 2.77250  0.101
38 H 0.35598 8.52625 1.17526  0.115
39 H 1.61047 9.73603 1.33161  0.089
40 H 0.97206 9.41140 3.99112  0.069
41 H -0.58828 8.91287 3.23216  0.054
42 H 0.03579 10.51245 2.91001  0.061
43 C -0.94424 -1.06314 1.84669  -1.047
44 Cl -2.48518 -0.68952 1.06386  0.535
45 Cl 0.17743 -1.87769 0.74176  0.532
46 H -0.48675 -0.14084 2.17937  -0.016
47 H -1.12142 -1.71750 2.69337  -0.057
48 C 1.55462 -1.45164 4.62464  -0.975
49 Cl 1.96986 -0.64607 6.13799  0.546
50 Cl -0.01462 -2.27231 4.73443  0.579
51 H 1.50537 -0.70975 3.83486  0.008
52 H 2.31587 -2.19162 4.40054  0.029
53 C -0.78625 -5.13091 -1.27300  -0.997
54 Cl -2.33296 -4.77521 -2.06052  0.562
55 Cl 0.33020 -5.94176 -2.37388  0.521
56 H -0.33902 -4.20024 -0.94461  -0.019
57 H -0.97117 -5.77704 -0.42220  0.001
58 C 2.02062 -4.74049 6.49859  -1.022
59 Cl 3.39783 -4.53637 7.57966  0.516
60 Cl 2.47866 -5.55335 4.99327  0.554
61 H 1.26637 -5.33375 7.00273  0.010
62 H 1.62316 -3.77000 6.23523  -0.051
63 C 3.25445 6.98164 8.79524  -0.975
64 Cl 3.09625 8.70551 9.11519  0.537
65 Cl 3.39632 6.65360 7.05472  0.579
66 H 4.14502 6.61032 9.28871  0.036
67 H 2.37385 6.47113 9.16615  0.031
68 C -5.44700 -6.80546 -2.16822  -1.022
69 Cl -5.95379 -8.00755 -0.97289  0.508
70 Cl -6.25150 -5.25242 -1.91650  0.482
71 H -4.37684 -6.66186 -2.08119  -0.029
72 H -5.69797 -7.17129 -3.15701  0.029
73 C -2.12371 -2.79877 -5.15989  -1.003
74 Cl -3.67324 -2.44894 -5.93878  0.529
75 Cl -1.00411 -3.62167 -6.25437  0.540
76 H -1.67527 -1.86381 -4.84490  0.029
77 H -2.30169 -3.43975 -4.30498  -0.052
78 C -9.20740 -9.56083 0.88483  -1.006
79 Cl -10.79967 -10.17906 0.42682  0.539
80 Cl -9.27990 -8.63343 2.38851  0.547
81 H -8.53405 -10.39840 1.02390  0.030
82 H -8.84282 -8.91534 0.09377  0.006
83 C -2.96731 -4.56712 -8.97613  -1.039
84 Cl -3.62660 -6.03690 -9.70252  0.499
85 Cl -2.53116 -3.37186 -10.20863  0.519
86 H -3.71403 -4.13265 -8.32331  -0.014
87 H -2.08081 -4.82275 -8.41005  -0.029
88 C 0.90462 -3.76908 -11.46794  -1.051
89 Cl 1.77353 -4.63598 -12.74239  0.500
90 Cl 1.45177 -4.24873 -9.85886  0.505
91 H 1.07599 -2.70639 -11.59382  0.029
92 H -0.15068 -3.99446 -11.55604  -0.063
93 C 3.41788 -8.18486 9.57281  -1.024
94 Cl 1.88038 -7.71687 8.83606  0.502
95 Cl 4.52405 -8.88673 8.38911  0.507
96 H 3.87879 -7.30144 9.99919  0.022
97 H 3.22100 -8.91889 10.34510  0.024
98 C 5.49975 8.41143 -3.20665  -1.005
99 Cl 3.94254 8.92384 -3.88086  0.534
100 Cl 6.43851 7.48117 -4.37878  0.509
101 H 6.06480 9.29259 -2.92686  0.029
102 H 5.30789 7.79573 -2.33607  -0.014
103 C 0.85699 -7.96742 2.96852  -1.037
104 Cl -0.67767 -7.45069 2.25158  0.501
105 Cl 1.94045 -8.66782 1.76128  0.509
106 H 1.33837 -7.10226 3.40878  -0.071
107 H 0.65155 -8.71323 3.72753  0.029
108 C -10.48439 -8.29370 5.67154  -1.057
109 Cl -11.97976 -8.76844 6.48568  0.503
110 Cl -9.05860 -8.70197 6.63397  0.497
111 H -10.42413 -8.81421 4.72378  -0.050
112 H -10.50055 -7.22187 5.51090  0.026
113 C 1.89293 11.43429 -2.33027  -1.025
114 Cl 2.49007 11.84337 -0.71411  0.506
115 Cl 0.15782 11.09474 -2.31217  0.501
116 H 2.07769 12.27253 -2.99169  0.029
117 H 2.41747 10.55386 -2.67983  -0.064
118 C -11.34056 -11.88934 -2.95628  -1.038
119 Cl -11.64662 -10.66170 -4.19057  0.499
120 Cl -10.01516 -12.96562 -3.41572  0.497
121 H -11.07493 -11.39101 -2.03180  -0.044
122 H -12.23880 -12.48108 -2.82434  0.026
123 C 1.38710 14.97951 1.56256  -1.044
124 Cl 0.85921 13.81904 2.78845  0.490
125 Cl 0.76823 16.60240 1.88557  0.507
126 H 2.47014 15.01356 1.56224  0.024
127 H 1.02085 14.65165 0.59671  0.012
128 C -6.52748 -1.30108 1.08438  -1.028
129 Cl -6.78174 0.20606 0.19388  0.498
130 Cl -6.61431 -2.71401 0.02826  0.484
131 H -5.54512 -1.27223 1.54222  -0.005
132 H -7.29443 -1.38673 1.84523  0.025
133 C 8.71159 5.72698 0.97005  -1.024
134 Cl 10.08352 5.57092 -0.13637  0.501
135 Cl 7.48541 4.49022 0.67107  0.517
136 H 9.06529 5.62131 1.98885  0.014
137 H 8.25791 6.70089 0.82909  0.028
138 C -0.26190 -8.11126 -12.28421  -1.012
139 Cl -0.76790 -9.33070 -11.10909  0.508
140 Cl -1.11623 -6.58353 -12.05049  0.508
141 H 0.80131 -7.93409 -12.16731  0.021
142 H -0.47503 -8.47860 -13.28114  0.026
143 C 3.03204 -4.30226 -16.52987  -1.042
144 Cl 2.79923 -2.79853 -17.42869  0.500
145 Cl 2.98716 -5.71331 -17.59423  0.497
146 H 3.99666 -4.26798 -16.03733  0.025
147 H 2.23977 -4.39490 -15.79637  -0.008

---

# 2
An isolated molecule of C3H6O3. Source: OMol25; level of theory: ωB97M-V with the def2-TZVPD basis set.

SMILES: O=C[C@H](O)CO
frontier orbital gap: 10.53 eV
charge: 0
2S+1: 1
DFT total energy: -9349.752 eV
energy above the lowest of the compared OMol25 structures with the same formula, charge and spin: 1.565 eV

Last column: natural (NBO) charge in e.
CARTESIAN COORDINATES (ANGSTROEM)
1 O 1.26671 -1.09138 -1.30029  -0.541
2 C 0.83518 -1.17960 -0.17124  0.440
3 C 0.27074 -0.02613 0.59281  -0.048
4 O -0.33443 -0.50355 1.76305  -0.707
5 C -0.74540 0.72678 -0.38936  -0.057
6 O -0.10199 1.22947 -1.50373  -0.724
7 H 0.74247 -2.14833 0.34464  0.133
8 H 1.08158 0.68989 0.80851  0.191
9 H -0.76410 0.22718 2.22408  0.481
10 H -1.18109 1.56977 0.16246  0.176
11 H -1.53772 0.00829 -0.65515  0.160
12 H 0.46805 0.49760 -1.87577  0.496

---

Max |F|
In order: 0.064, 0.034
Unit: hartree/bohr
LUMO
In order: -0.378, 0.485
Unit: eV